{"formula": "C4H5NO", "method": "wB97M-V/def2-TZVPD", "fmax_ev_per_a": 4.530, "homo_lumo_gap_ev": 10.404, "smiles": "N#CC1COC1", "e_above_lowest_ev": 4.209, "lumo_energy_ev": 0.57, "homo_ev": -9.84, "species": ["O", "N", "C", "C", "C", "C", "H", "H", "H", "H", "H"], "coordinates": [[-1.3567, 0.8110, 0.2562], [2.8055, -1.0632, 0.5985], [1.7285, -0.6813, 0.3845], [0.4139, -0.2899, -0.0351], [-0.1742, 1.0620, -0.4296], [-0.9588, -0.5414, 0.6170], [0.2717, 2.0379, -0.3424], [-0.3520, 0.9013, -1.6849], [-1.5603, -1.2832, 0.0770], [-1.0630, -0.6893, 1.6992], [0.2181, -0.2462, -1.1976]]}

{"formula": "C6H6FIO", "method": "wB97M-V/def2-TZVPD", "fmax_ev_per_a": 3.203, "homo_lumo_gap_ev": 9.458, "smiles": "O=C1C=CC[C@H](F)[C@@H]1I", "e_above_lowest_ev": 0.000, "lumo_energy_ev": -0.03, "homo_ev": -9.49, "species": ["I", "F", "O", "C", "C", "C", "C", "C", "C", "H", "H", "H", "H", "H", "H"], "coordinates": [[-3.2956, 0.5234, -0.2327], [-0.5699, 1.1605, 1.5441], [-1.6248, -2.0842, 0.3959], [0.6377, -1.5637, 0.1697], [1.1631, 0.9544, -0.0903], [-0.8060, -1.2871, 0.0202], [1.5217, -0.4999, 0.2042], [-1.2446, -0.0345, -0.5950], [-0.3818, 1.1372, 0.1394], [1.4053, 1.1911, -1.0632], [-0.8184, 2.1830, -0.1733], [1.7066, 1.7180, 0.4344], [0.8889, -2.5840, 0.6943], [2.6679, -0.7481, 0.3046], [-1.2503, -0.0660, -1.7524]]}

{"formula": "C16H26ClNO2", "method": "wB97M-V/def2-TZVPD", "fmax_ev_per_a": 0.643, "homo_lumo_gap_ev": 8.945, "smiles": "CCN(CC)CCOCCOc1cc(C)c(Cl)c(C)c1", "e_above_lowest_ev": 0.053, "lumo_energy_ev": 0.85, "homo_ev": -8.10, "species": ["Cl", "O", "O", "N", "C", "C", "C", "C", "C", "C", "C", "C", "C", "C", "C", "C", "C", "C", "C", "C", "H", "H", "H", "H", "H", "H", "H", "H", "H", "H", "H", "H", "H", "H", "H", "H", "H", "H", "H", "H", "H", "H", "H", "H", "H", "H"], "coordinates": [[-4.4280, -1.0128, 1.3764], [1.1531, -2.5871, 0.5426], [1.8446, 0.3449, 0.1562], [2.1364, 3.0900, -1.4357], [2.4299, 1.5811, 0.5093], [-0.7139, -1.1199, -0.0631], [-2.0395, -0.7629, 0.1453], [3.2442, 5.2792, -1.6458], [-2.6650, 0.3406, -0.6497], [2.7866, 4.0079, -2.3572], [-0.8881, -2.8046, 1.6375], [3.0900, 2.3150, -0.6648], [-2.2109, -2.4737, 1.8674], [-3.0206, -3.1927, 2.9003], [1.4732, 1.3293, -3.1356], [1.0651, 2.3133, -2.0319], [-0.1290, -2.1365, 0.6777], [-2.7695, -1.4489, 1.1073], [2.7331, -0.7453, 0.1530], [2.0281, -1.9948, -0.3854], [3.6098, 5.9987, -2.3742], [2.0580, 4.2874, -3.1213], [3.8197, 3.0147, -0.2527], [2.1312, 0.5591, -2.7405], [1.5166, -1.7576, -1.3241], [-3.8923, -3.6572, 2.4409], [1.6170, 2.1982, 0.8992], [3.1679, 1.4244, 1.3070], [-1.9529, 0.7603, -1.3547], [0.5868, 0.8457, -3.5392], [0.5773, 1.7623, -1.2269], [3.6431, 1.5886, -1.2877], [2.4092, 5.7157, -1.1054], [-3.3802, -2.4920, 3.6529], [2.7874, -2.7591, -0.5780], [-3.0117, 1.1323, 0.0132], [0.3418, 3.0276, -2.4369], [1.9841, 1.8429, -3.9472], [4.0430, 5.0750, -0.9379], [3.6065, -0.5401, -0.4845], [-3.5303, -0.0311, -1.1976], [-0.4176, -3.5935, 2.2029], [-2.4268, -3.9605, 3.3877], [-0.1451, -0.5679, -0.7913], [3.0912, -0.9455, 1.1747], [3.6473, 3.5424, -2.8667]]}

{"formula": "C13H12O13V3", "method": "wB97M-V/def2-TZVPD", "fmax_ev_per_a": 7.961, "charge": 1, "homo_lumo_gap_ev": 3.670, "e_above_lowest_ev": 0.223, "lumo_energy_ev": -7.05, "homo_ev": -10.72, "species": ["V", "V", "V", "O", "O", "O", "O", "O", "O", "O", "O", "O", "O", "O", "O", "O", "C", "C", "C", "C", "C", "C", "C", "C", "C", "C", "C", "C", "C", "H", "H", "H", "H", "H", "H", "H", "H", "H", "H", "H", "H"], "coordinates": [[-2.7029, -1.2428, 0.3970], [0.2421, -0.6278, -2.2834], [0.2613, 1.9816, 2.2671], [0.3797, -0.4869, 3.6396], [0.6456, 3.4996, -1.8421], [-4.1045, -0.5893, 0.3658], [1.8361, 1.7500, 2.4113], [-1.2321, 0.0498, -0.6946], [0.1978, 1.5159, -0.0279], [3.0198, -5.2770, 3.3600], [-2.7861, 1.9795, -5.7650], [1.0744, 0.0883, -3.3874], [1.1087, -1.5967, -1.3288], [-0.9587, 0.3913, 1.3337], [-2.6122, -2.4136, 1.4729], [-0.3405, 2.4637, 3.5686], [1.0656, -1.7090, 3.5043], [-0.6507, 0.6636, 0.1968], [-0.6265, 2.2867, -5.0028], [1.0297, -4.0772, 3.2152], [-1.6057, 3.2680, -2.5235], [2.4836, -1.7129, 3.5528], [-1.9971, 2.3985, -4.7515], [-2.5245, 2.7796, -3.4699], [2.3815, -4.0619, 3.3386], [0.3755, -2.8338, 3.2104], [-0.2336, 3.1935, -2.8377], [3.1505, -2.9162, 3.5373], [0.2755, 2.7914, -4.0781], [-3.6939, 1.9538, -5.4540], [1.3227, 2.7359, -4.3362], [0.4824, -4.9833, 3.0009], [3.0463, -0.7911, 3.5446], [-3.5828, 2.7796, -3.2541], [3.9429, -5.0717, 3.1949], [-0.4727, -0.6823, 4.0356], [4.2303, -2.9180, 3.5588], [-1.9608, 3.5906, -1.5559], [0.4597, 2.7906, -1.2221], [-0.2368, 1.8751, -5.9221], [-0.6894, -2.8349, 3.0309]]}

{"formula": "C12H10BrF5Tb", "method": "wB97M-V/def2-TZVPD", "fmax_ev_per_a": 5.258, "s2": 12.699, "charge": -1, "homo_lumo_gap_ev": [6.979, 7.054], "spin_multiplicity": 7, "e_above_lowest_ev": 0.000, "lumo_energy_ev": [2.77, 2.77], "homo_ev": [-4.21, -4.29], "species": ["Tb", "Br", "F", "F", "F", "F", "F", "C", "C", "C", "C", "C", "C", "C", "C", "C", "C", "C", "C", "H", "H", "H", "H", "H", "H", "H", "H", "H", "H"], "coordinates": [[0.6824, -0.4069, -1.4674], [1.1628, -3.0240, -1.4220], [2.4919, 1.1159, 0.2340], [2.2940, 1.3571, 2.9732], [0.6148, -0.0906, 3.0094], [2.6210, -0.8712, 1.2654], [0.4213, 1.8458, 1.9198], [-1.6257, -1.3153, -0.5565], [-1.6285, 0.9859, -0.3889], [0.7380, -0.7093, -3.8522], [-1.4327, -0.2145, 0.3362], [1.1082, 1.4524, -3.1092], [2.1211, -0.6023, -3.4600], [1.2725, 0.8249, 2.2404], [-1.8825, -0.7853, -1.8620], [0.1372, 0.5759, -3.6648], [-1.9373, 0.6384, -1.7263], [2.3405, 0.7351, -3.0033], [1.7599, 0.1495, 0.9608], [3.3044, 1.1744, -2.7406], [-2.2624, 1.3485, -2.4875], [2.8656, -1.3935, -3.5432], [-2.1224, -1.3760, -2.7416], [-1.6365, 1.9891, 0.0192], [0.9595, 2.5155, -2.8763], [-0.8589, 0.8549, -3.9743], [-1.6696, -2.3798, -0.2727], [-1.2798, -0.3004, 1.4157], [0.2410, -1.6198, -4.2012]]}

{"formula": "C18H39NO6S2", "method": "wB97M-V/def2-TZVPD", "fmax_ev_per_a": 1.119, "homo_lumo_gap_ev": 9.453, "e_above_lowest_ev": 0.000, "lumo_energy_ev": 0.25, "homo_ev": -9.20, "species": ["S", "S", "O", "O", "O", "O", "O", "O", "N", "C", "C", "C", "C", "C", "C", "C", "C", "C", "C", "C", "C", "C", "C", "C", "C", "C", "C", "H", "H", "H", "H", "H", "H", "H", "H", "H", "H", "H", "H", "H", "H", "H", "H", "H", "H", "H", "H", "H", "H", "H", "H", "H", "H", "H", "H", "H", "H", "H", "H", "H", "H", "H", "H", "H", "H", "H"], "coordinates": [[-11.8564, 20.9891, 11.2817], [-15.2022, 25.2792, 7.8258], [-14.9528, 24.0017, 8.5433], [-13.0154, 20.1906, 10.7935], [-17.9103, 25.8647, 12.7100], [-20.5796, 24.0279, 7.5210], [-13.2590, 19.9788, 5.5036], [-14.3550, 21.3778, 14.2281], [-17.2031, 19.7719, 9.2714], [-13.1339, 19.3649, 14.4438], [-18.9016, 24.4391, 9.1264], [-14.0750, 20.2841, 6.3405], [-16.6407, 20.5685, 9.8690], [-11.4883, 22.2918, 10.0865], [-10.3738, 20.0281, 10.9260], [-15.7148, 26.4584, 9.0825], [-13.5918, 26.0332, 7.6190], [-15.5487, 20.0268, 6.1086], [-19.5281, 23.6639, 7.9992], [-17.7354, 24.6975, 12.9603], [-14.2874, 20.2029, 13.9685], [-13.6497, 21.0160, 7.5960], [-18.8331, 22.4084, 7.5328], [-18.8073, 23.6642, 12.7093], [-15.4703, 19.4731, 13.3663], [-15.9277, 21.5809, 10.6194], [-16.4518, 24.1728, 13.5464], [-10.4973, 19.6313, 9.9147], [-19.7418, 24.1706, 12.4644], [-16.4606, 21.8161, 11.5443], [-12.4967, 19.0796, 13.5987], [-15.4840, 18.4303, 13.6838], [-17.8008, 22.6153, 7.2343], [-13.6645, 27.0905, 7.3765], [-17.8121, 24.4728, 9.0997], [-10.2882, 19.2035, 11.6272], [-11.3395, 21.9244, 9.0750], [-19.3402, 22.0504, 6.6370], [-13.5010, 18.4392, 14.8822], [-15.4205, 19.4538, 12.2753], [-18.8471, 21.6174, 8.2810], [-12.3611, 22.9494, 10.0786], [-19.1449, 23.9076, 10.0524], [-16.1470, 23.2539, 13.0485], [-15.6574, 24.9118, 13.4401], [-15.9059, 20.7601, 5.3801], [-16.1432, 20.1368, 7.0125], [-15.6918, 19.0316, 5.6948], [-19.2748, 25.4594, 9.1446], [-18.9674, 23.0784, 13.6159], [-12.5213, 19.9223, 15.1474], [-10.6443, 22.8407, 10.5013], [-14.5022, 21.3565, 8.1790], [-16.7478, 26.2630, 9.3639], [-12.9569, 20.4773, 8.2350], [-13.1493, 21.9282, 7.2516], [-15.8856, 22.5202, 10.0581], [-16.4023, 19.9523, 13.6569], [-14.9149, 21.2752, 10.8721], [-13.0044, 25.4910, 6.8812], [-13.0863, 25.9221, 8.5837], [-15.6567, 27.4790, 8.7095], [-16.5790, 23.9781, 14.6121], [-18.5373, 23.0071, 11.8830], [-9.4978, 20.6727, 10.9420], [-15.0896, 26.2968, 9.9608]]}